[1]
Formula: C22H52AsCl8F6N4O6
Source: OMol25
Level of theory: ωB97M-V/def2-TZVPD

Computed properties:
* total charge: -1
* maximum force: 0.0729 Eh/bohr
* E_LUMO: 1.69 eV
* orbital gap: 9.17 eV

Each line ends with the Mulliken charge.
Geometry (Å):
As -0.136 0.138 0.305  2.0472
F 1.538 0.098 0.958  -0.6187
F -0.027 1.911 0.106  -0.7971
F -1.825 0.134 -0.408  -0.7725
F -0.160 -1.642 0.387  -0.3825
F -0.817 0.255 1.894  -0.2433
F 0.442 -0.049 -1.356  -0.5053
Cl -4.235 2.471 -1.619  -0.1820
C -2.999 2.707 -2.878  -0.1142
C -3.526 2.756 -4.352  -0.2582
Cl -4.737 4.080 -4.451  -0.2281
H -2.262 1.917 -2.738  -0.0518
H -2.478 3.606 -2.549  0.2655
H -3.975 1.783 -4.551  0.3454
H -2.739 2.990 -5.070  0.2085
Cl 0.089 5.106 2.552  -0.1638
C -1.152 5.634 1.423  -0.4211
C -2.094 4.479 1.085  0.3620
Cl -3.119 3.990 2.462  -0.1846
H -0.702 5.936 0.477  0.2309
H -1.757 6.451 1.816  0.4182
H -1.597 3.586 0.706  -0.5241
H -2.703 4.733 0.218  0.2842
Cl -0.972 -5.883 -3.545  -0.2223
C -0.815 -4.628 -2.319  0.0229
C -2.097 -3.766 -2.161  0.2961
Cl -2.387 -2.676 -3.610  -0.2223
H 0.070 -4.026 -2.526  0.1289
H -0.641 -5.173 -1.391  0.0858
H -2.101 -3.088 -1.308  -0.4886
H -2.991 -4.376 -2.032  0.4419
Cl -1.873 2.342 5.741  -0.2131
C -1.579 1.342 4.323  -0.1307
C -1.622 -0.118 4.754  0.6426
Cl -0.212 -0.623 5.554  -0.2100
H -0.562 1.497 3.963  0.1476
H -2.289 1.600 3.537  0.0560
H -1.784 -0.775 3.899  -0.7095
H -2.476 -0.316 5.402  0.4636
C 3.299 0.796 -1.871  -0.0116
C 3.485 -0.342 -2.863  0.6051
C 4.667 -1.168 -2.697  -1.5295
O 2.453 -1.281 -2.771  -0.5809
H 2.414 1.397 -2.079  -0.2623
H 4.221 1.364 -1.751  0.5401
H 3.101 0.317 -0.913  -0.3368
H 3.282 0.141 -3.819  0.3010
H 4.709 -1.530 -1.670  0.2048
H 5.558 -0.545 -2.775  0.4209
H 4.762 -2.014 -3.378  0.3648
H 1.800 -1.005 -2.123  0.2843
C -1.280 -5.294 2.966  -1.5177
C -0.430 -4.178 2.415  1.3244
C 1.063 -4.410 2.529  -1.1335
O -0.760 -3.982 1.119  -0.5742
H -2.302 -4.916 3.006  0.2727
H -1.035 -5.530 4.001  0.4209
H -1.229 -6.221 2.394  0.3060
H -0.500 -3.209 2.910  -0.1729
H 1.330 -4.133 3.550  0.4617
H 1.665 -3.722 1.935  -0.1599
H 1.463 -5.419 2.427  0.3644
H -0.308 -3.251 0.693  0.3647
O -4.208 -3.449 2.192  -0.6653
C -4.084 -2.422 1.535  0.7363
N -2.828 -1.946 1.336  0.4235
C -5.197 -1.614 0.994  -1.1746
H -2.091 -2.593 1.575  -0.2829
H -2.555 -1.276 0.632  0.0046
H -5.720 -1.154 1.833  0.2903
H -5.931 -2.324 0.613  0.3522
H -4.928 -0.815 0.304  0.2609
O -0.553 2.179 -5.791  -0.7067
C 0.399 2.010 -5.045  0.6179
N 0.688 0.811 -4.592  -0.1989
C 1.257 3.112 -4.560  -0.5925
H 0.078 0.059 -4.877  0.1920
H 1.239 0.624 -3.766  -0.0210
H 1.814 3.435 -5.439  0.2795
H 1.974 2.746 -3.825  0.1611
H 0.661 3.902 -4.102  0.1538
O 3.313 5.372 -0.853  -0.7340
C 2.750 4.429 -0.293  0.7882
N 1.549 4.024 -0.625  0.3444
C 3.498 3.652 0.836  -0.6148
H 1.001 4.618 -1.230  0.1770
H 1.125 3.214 -0.194  -0.1944
H 4.581 3.746 0.747  0.3205
H 3.257 2.590 0.808  -0.0606
H 3.242 4.008 1.834  0.2627
O 3.551 -2.113 4.547  -0.7242
C 3.279 -1.570 3.457  0.6256
N 2.316 -0.648 3.419  -0.0874
C 4.031 -1.960 2.193  -0.7573
H 1.926 -0.423 4.323  0.0559
H 1.828 -0.375 2.578  0.2902
H 3.532 -2.770 1.661  0.1936
H 5.079 -2.182 2.390  0.4039
H 4.003 -1.164 1.448  0.1209

=====

[2]
Formula: C3H11NO3S2
Source: OMol25
Level of theory: ωB97M-V/def2-TZVPD

Computed properties:
* total charge: 0
* maximum force: 0.0584 Eh/bohr
* E_LUMO: 0.33 eV
* orbital gap: 9.30 eV

Each line ends with the Mulliken charge.
Geometry (Å):
N -1.279 2.169 -0.053  -0.5321
C -1.616 0.898 0.573  -0.1091
C -0.845 0.936 1.856  0.0626
O 0.313 0.596 1.943  -0.5133
C -1.380 -0.238 -0.504  -0.6116
S -0.998 -1.901 0.224  -0.0713
S 0.727 -2.489 -0.551  -0.1726
H -0.468 2.337 -0.630  0.0673
H -1.996 2.643 -0.582  0.2580
H -2.715 0.936 0.634  0.4374
H -1.347 1.453 2.689  0.3537
H -0.553 0.123 -1.110  0.2543
H -2.298 -0.277 -1.080  0.4579
H 1.556 -1.690 0.133  0.1474
O 2.154 1.055 -0.097  -0.6676
H 2.859 0.777 0.494  0.2847
H 1.310 0.943 0.392  0.2891
O 1.968 2.730 -2.212  -0.6541
H 1.672 2.382 -1.339  0.4377
H 2.856 2.423 -2.290  0.2816

=====

[3]
Formula: C12H24LuO6
Source: OMol25
Level of theory: ωB97M-V/def2-TZVPD

Computed properties:
* total charge: +3
* maximum force: 0.0061 Eh/bohr
* E_LUMO: -10.01 eV
* orbital gap: 11.55 eV

Each line ends with the Mulliken charge.
Geometry (Å):
Lu 0.001 0.002 -0.001  2.4261
C 2.699 -0.453 1.650  -0.5348
C 1.523 -0.632 2.588  -0.4255
O 0.436 0.273 2.193  -0.5295
C 0.456 1.654 2.697  -0.5346
C 0.635 2.592 1.520  -0.4256
O -0.271 2.196 0.434  -0.5291
C -1.652 2.699 0.455  -0.5347
C -2.589 1.523 0.633  -0.4259
O -2.193 0.437 -0.273  -0.5293
C -2.696 0.458 -1.654  -0.5345
C -1.519 0.637 -2.591  -0.4254
O -0.433 -0.269 -2.195  -0.5292
C -0.455 -1.650 -2.698  -0.5352
C -0.634 -2.588 -1.522  -0.4252
O 0.272 -2.192 -0.435  -0.5299
C 1.653 -2.696 -0.456  -0.5345
C 2.590 -1.519 -0.636  -0.4254
O 2.195 -0.432 0.270  -0.5296
H 3.413 -1.271 1.758  0.4759
H 3.227 0.489 1.797  0.3157
H 1.789 -0.438 3.628  0.5288
H 1.087 -1.631 2.525  0.2647
H 1.274 1.762 3.410  0.4760
H -0.486 1.801 3.225  0.3154
H 1.633 2.528 1.084  0.2643
H 0.441 3.631 1.786  0.5296
H -1.799 3.228 -0.487  0.3157
H -1.760 3.412 1.273  0.4760
H -3.629 1.788 0.439  0.5288
H -2.525 1.086 1.631  0.2651
H -3.409 1.276 -1.762  0.4760
H -3.224 -0.483 -1.802  0.3157
H -1.082 1.635 -2.526  0.2646
H -1.784 0.444 -3.631  0.5290
H 0.487 -1.798 -3.226  0.3157
H -1.273 -1.758 -3.412  0.4761
H -0.441 -3.627 -1.787  0.5292
H -1.632 -2.523 -1.085  0.2646
H 1.761 -3.409 -1.274  0.4758
H 1.800 -3.223 0.486  0.3155
H 2.526 -1.083 -1.634  0.2648
H 3.630 -1.785 -0.443  0.5289